1.
{
  "formula": "C28H47BrMgN2OP2",
  "method": "wB97M-V/def2-TZVPD",
  "largest_force_ev_per_a": 2.3,
  "total_charge": 2,
  "energy_ha": -4736.08152,
  "e_homo_ev": -11.6,
  "orbital_gap_ha": 0.184,
  "elements": ["N", "C", "C", "C", "C", "C", "C", "Mg", "P", "C", "C", "C", "C", "C", "C", "C", "Br", "H", "H", "H", "H", "H", "H", "H", "H", "H", "H", "P", "C", "C", "H", "H", "H", "H", "H", "C", "C", "H", "H", "H", "H", "H", "C", "C", "H", "H", "H", "H", "H", "C", "C", "H", "H", "H", "H", "H", "C", "C", "H", "H", "H", "H", "H", "C", "C", "H", "H", "H", "H", "H", "C", "N", "C", "C", "O", "H", "H", "H", "H", "H", "H", "H"],
  "positions_angstrom": [[4.210, -7.646, -2.689], [3.652, -7.688, -1.472], [3.047, -6.562, -0.889], [3.035, -5.329, -1.580], [3.614, -5.331, -2.879], [4.210, -6.500, -3.379], [2.363, -4.188, -0.969], [1.115, -0.994, 0.749], [-4.674, 2.841, -0.693], [2.289, -2.983, -1.600], [1.019, -2.303, -1.710], [0.510, -1.762, -2.900], [-0.854, -1.443, -3.081], [-1.717, -1.578, -1.983], [-1.242, -2.039, -0.749], [0.110, -2.414, -0.601], [-3.423, -0.869, -1.903], [1.781, -4.430, -0.073], [3.089, -2.731, -2.303], [2.581, -6.654, 0.084], [3.604, -4.460, -3.539], [3.691, -8.639, -0.932], [4.704, -6.510, -4.367], [1.230, -1.688, -3.728], [0.439, -3.003, 0.291], [-1.224, -1.132, -4.057], [-1.919, -2.025, 0.116], [1.096, 1.508, 0.059], [-5.055, 1.228, 0.007], [-6.344, 0.711, -0.638], [-5.167, 1.396, 1.091], [-4.188, 0.585, -0.199], [-6.613, -0.264, -0.223], [-7.156, 1.413, -0.442], [-6.255, 0.612, -1.728], [-3.539, 2.457, -2.065], [-3.670, 3.625, -3.047], [-3.849, 1.498, -2.513], [-2.528, 2.341, -1.648], [-3.115, 3.429, -3.974], [-4.734, 3.779, -3.295], [-3.288, 4.558, -2.604], [-3.677, 3.649, 0.584], [-4.527, 4.397, 1.609], [-3.013, 4.344, 0.058], [-3.104, 2.832, 1.026], [-3.871, 4.952, 2.288], [-5.193, 5.117, 1.123], [-5.147, 3.725, 2.223], [1.488, 2.915, 1.187], [2.800, 3.684, 1.009], [1.397, 2.535, 2.217], [0.649, 3.605, 1.022], [3.655, 3.192, 1.487], [3.050, 3.895, -0.043], [2.678, 4.658, 1.508], [0.652, 2.433, -1.443], [1.146, 1.845, -2.752], [1.044, 3.447, -1.291], [-0.445, 2.503, -1.442], [2.235, 1.710, -2.762], [0.655, 0.890, -2.978], [0.886, 2.544, -3.551], [2.764, 0.756, -0.222], [3.477, 0.180, 1.020], [3.316, 1.603, -0.644], [2.684, -0.022, -1.010], [4.196, -0.591, 0.701], [4.036, 0.974, 1.541], [2.808, -0.277, 1.795], [0.274, -1.324, 5.509], [1.045, -0.130, 5.151], [1.748, 0.590, 6.225], [1.119, 0.273, 3.888], [1.058, -0.508, 2.870], [0.447, -1.483, 6.572], [0.636, -2.184, 4.936], [-0.801, -1.174, 5.344], [2.813, 0.703, 5.978], [1.318, 1.579, 6.431], [1.658, -0.023, 7.122], [1.212, 1.374, 3.770]],
  "forces_ev_per_angstrom": [[0.103, -0.044, 0.272], [-0.137, 0.754, -0.342], [0.334, 0.079, -0.525], [1.185, -1.176, -0.062], [0.076, -0.033, 0.138], [-0.384, 0.222, 0.557], [0.011, 0.102, -0.699], [-0.445, 1.559, 1.107], [-1.814, 1.151, -0.670], [0.949, -0.516, -0.252], [-1.532, 0.311, 1.547], [0.197, -0.115, -0.417], [0.784, -0.532, 0.761], [0.865, 0.216, 0.701], [0.498, 0.121, 0.266], [-0.320, 0.055, -0.551], [-0.470, -0.732, -0.807], [-0.226, -0.063, -0.622], [-0.543, -0.239, -0.199], [0.057, 0.048, 0.056], [-0.029, -0.187, 0.384], [-0.046, 0.313, -0.288], [-0.421, -0.006, 0.638], [-0.578, 0.026, 0.177], [-0.467, 0.126, -0.492], [0.092, 0.098, 0.283], [0.268, -0.265, -0.464], [0.039, -0.283, 0.638], [0.183, -0.148, 0.288], [0.140, -0.345, 0.335], [-0.050, -0.381, -0.282], [-0.467, 0.089, 0.716], [-0.101, 0.017, -0.125], [0.007, -0.090, -0.055], [0.038, 0.036, 0.142], [-0.044, 0.233, 0.085], [0.230, -0.088, -0.374], [0.134, 0.754, 0.067], [0.083, -0.129, -0.337], [-0.094, 0.164, 0.127], [0.522, -0.032, 0.058], [-0.155, -0.237, -0.155], [0.274, -0.224, -0.111], [0.096, 0.023, 0.287], [0.109, -0.059, 0.171], [0.493, 0.228, 0.396], [-0.180, -0.053, 0.002], [0.114, -0.158, 0.026], [0.187, 0.148, -0.268], [-0.360, -0.301, 0.524], [0.057, 0.263, -0.049], [0.022, 0.376, -0.340], [0.037, -0.204, 0.201], [-0.188, 0.025, -0.206], [-0.113, -0.107, 0.326], [0.144, -0.297, -0.194], [-0.094, 0.041, -0.108], [-0.104, 0.036, -0.369], [-0.057, -0.181, -0.135], [0.283, 0.062, 0.000], [-0.242, 0.008, -0.064], [0.202, 0.216, 0.081], [0.113, -0.183, -0.011], [0.147, 0.426, -0.614], [0.147, -0.288, -0.081], [0.486, -0.527, -0.070], [0.066, 0.420, 0.096], [-0.120, 0.337, 0.194], [-0.318, -0.416, -0.035], [0.638, 0.401, -0.387], [0.408, -0.484, -0.021], [-0.363, 0.140, -0.853], [0.024, 0.580, 0.042], [0.114, -0.739, -0.410], [-0.739, 0.588, 0.618], [-0.158, -0.282, -0.196], [-0.201, 0.065, 0.219], [0.349, 0.054, -0.082], [-0.393, -0.075, 0.086], [0.016, -0.265, -0.103], [0.108, 0.231, -0.082], [0.528, -0.659, -0.102]]
}


2.
{
  "formula": "C28H47Cl3MnN4O5SSi2Te",
  "method": "wB97M-V/def2-TZVPD",
  "largest_force_ev_per_a": 1.5,
  "total_charge": 1,
  "energy_ha": -5467.09170,
  "multiplicity": 5,
  "s2": 6.050,
  "e_homo_ev": [-9.8, -9.8],
  "orbital_gap_ha": [0.170, 0.209],
  "elements": ["Mn", "O", "C", "O", "C", "C", "N", "N", "C", "C", "O", "O", "H", "H", "H", "Cl", "C", "C", "C", "Cl", "C", "O", "C", "Cl", "C", "H", "H", "C", "C", "C", "C", "N", "C", "S", "N", "C", "C", "C", "C", "H", "H", "H", "H", "H", "H", "H", "H", "H", "H", "H", "H", "H", "H", "H", "H", "H", "H", "H", "H", "C", "Si", "C", "C", "C", "Te", "C", "Si", "C", "C", "C", "H", "H", "H", "H", "H", "H", "H", "H", "H", "H", "H", "H", "H", "H", "H", "H", "H", "H", "H", "H", "H", "H"],
  "positions_angstrom": [[-1.202, -1.071, -1.557], [-2.839, -1.812, 3.872], [-3.872, -1.974, 3.058], [-5.007, -2.024, 3.441], [-3.583, -2.028, 1.590], [-4.561, -2.158, 0.614], [-3.968, -2.042, -0.578], [-2.657, -1.852, -0.428], [-2.407, -1.842, 0.872], [-0.963, -1.628, 1.191], [-0.542, -1.685, 2.326], [-0.253, -1.389, 0.126], [-1.967, -1.833, 3.410], [-5.622, -2.325, 0.725], [-4.366, -2.088, -1.507], [-0.999, -0.049, -8.514], [-1.417, -0.314, -6.860], [-0.420, -0.314, -5.900], [-0.805, -0.541, -4.598], [0.361, -0.574, -3.272], [-2.108, -0.770, -4.204], [-2.404, -1.012, -2.908], [-3.082, -0.754, -5.189], [-4.727, -1.025, -4.730], [-2.742, -0.530, -6.512], [0.615, -0.148, -6.168], [-3.512, -0.529, -7.272], [0.455, 3.271, 4.550], [0.172, 3.768, 3.132], [0.772, 2.880, 2.042], [0.221, 1.461, 2.013], [-1.239, 1.429, 1.829], [-1.881, 1.373, 0.672], [-1.020, 1.404, -0.819], [-3.220, 1.273, 0.724], [-4.135, 1.473, -0.407], [-4.372, 2.935, -0.763], [-5.113, 3.760, 0.295], [-4.254, 4.223, 1.476], [0.086, 3.981, 5.291], [1.529, 3.148, 4.709], [-0.024, 2.309, 4.756], [0.583, 4.772, 3.016], [-0.909, 3.863, 2.978], [1.854, 2.804, 2.188], [0.610, 3.336, 1.061], [0.430, 0.936, 2.945], [0.679, 0.894, 1.207], [-1.795, 1.484, 2.671], [-3.641, 1.354, 1.637], [-5.076, 0.993, -0.133], [-3.724, 0.955, -1.269], [-4.950, 2.940, -1.690], [-3.407, 3.399, -0.987], [-5.977, 3.195, 0.661], [-5.512, 4.647, -0.198], [-4.002, 3.413, 2.165], [-4.781, 4.977, 2.061], [-3.319, 4.668, 1.124], [7.098, 0.847, 0.580], [5.236, 0.817, 0.648], [4.512, 2.493, 0.248], [4.695, 0.239, 2.340], [4.593, -0.360, -0.684], [2.481, -0.687, -0.470], [2.698, -2.555, 0.557], [2.637, -4.019, -0.618], [4.113, -3.960, -1.750], [1.071, -3.928, -1.666], [2.646, -5.595, 0.374], [7.499, 1.493, 1.368], [7.463, 1.226, -0.379], [7.509, -0.155, 0.731], [4.707, 3.221, 1.042], [3.429, 2.429, 0.105], [4.954, 2.888, -0.673], [4.943, 0.991, 3.097], [5.211, -0.685, 2.620], [3.619, 0.055, 2.384], [5.096, -1.330, -0.657], [4.767, 0.080, -1.670], [1.897, -2.608, 1.298], [3.656, -2.501, 1.079], [4.110, -3.061, -2.372], [4.110, -4.831, -2.415], [5.049, -3.984, -1.184], [1.271, -3.389, -2.595], [0.268, -3.423, -1.120], [0.712, -4.928, -1.926], [3.509, -5.622, 1.046], [2.710, -6.467, -0.285], [1.742, -5.700, 0.983]],
  "forces_ev_per_angstrom": [[0.053, 0.757, 1.311], [0.243, -0.008, -0.003], [-0.127, -0.008, -0.164], [0.026, -0.003, 0.024], [-0.103, 0.000, 0.169], [-0.172, -0.022, 0.096], [-0.027, 0.044, 0.009], [-0.057, -0.135, -0.296], [0.197, -0.088, 0.027], [0.023, -0.005, -0.083], [0.020, -0.042, 0.217], [-0.461, -0.212, -0.421], [-0.099, -0.006, 0.018], [0.072, 0.011, -0.015], [0.035, 0.051, -0.035], [-0.024, 0.004, 0.042], [-0.048, -0.008, -0.082], [0.230, 0.018, 0.062], [0.119, 0.027, 0.107], [0.511, -0.064, -0.514], [-0.005, -0.044, 0.664], [-0.080, -0.081, -0.484], [-0.241, -0.004, -0.135], [0.043, 0.003, -0.050], [-0.142, -0.012, -0.053], [-0.053, -0.001, 0.024], [0.025, 0.005, 0.027], [-0.045, 0.041, -0.074], [0.058, -0.099, 0.069], [-0.084, 0.021, 0.048], [-0.027, 0.136, 0.025], [0.210, -0.048, 0.050], [-0.244, -0.093, 0.144], [-0.198, -0.224, -0.501], [0.027, 0.049, -0.199], [0.113, 0.117, 0.053], [-0.044, 0.044, 0.098], [0.137, -0.022, 0.046], [-0.060, -0.035, -0.061], [0.015, -0.038, -0.016], [-0.040, -0.014, 0.006], [0.037, 0.036, 0.001], [-0.033, 0.027, 0.001], [0.028, 0.041, -0.006], [-0.018, 0.001, -0.046], [0.041, -0.012, -0.004], [-0.048, -0.036, -0.009], [-0.021, -0.050, 0.008], [-0.014, 0.023, 0.023], [-0.013, -0.029, 0.036], [-0.004, -0.029, 0.021], [0.049, -0.119, -0.060], [0.022, 0.004, 0.005], [-0.018, 0.008, -0.059], [-0.026, 0.047, -0.026], [-0.032, -0.001, 0.011], [0.006, 0.030, -0.015], [0.017, -0.017, 0.000], [-0.011, -0.009, 0.019], [0.143, 0.123, 0.031], [-0.116, -0.142, -0.108], [0.044, 0.176, 0.023], [0.025, -0.025, 0.129], [0.109, 0.092, 0.046], [0.404, 0.106, 0.001], [-0.123, -0.054, -0.099], [0.006, 0.112, 0.017], [0.152, -0.106, -0.112], [-0.075, -0.105, -0.103], [-0.002, -0.153, 0.049], [-0.005, -0.058, -0.079], [-0.007, -0.048, 0.054], [-0.006, 0.052, -0.017], [-0.027, -0.058, -0.064], [0.035, 0.023, 0.020], [-0.063, -0.024, 0.057], [-0.019, -0.069, -0.063], [-0.053, 0.049, -0.006], [0.024, 0.011, 0.024], [-0.117, 0.012, -0.075], [-0.021, -0.114, 0.029], [0.089, 0.089, 0.036], [-0.085, 0.032, 0.056], [0.007, -0.030, 0.033], [0.024, 0.093, 0.028], [-0.058, 0.001, -0.053], [-0.058, 0.003, 0.055], [-0.008, -0.033, 0.020], [0.051, 0.074, -0.003], [-0.067, -0.024, -0.027], [-0.016, 0.056, 0.076], [0.074, 0.008, -0.027]]
}